[1]
{"formula": "C11H25B2N6O3PS", "method": "wB97M-V/def2-TZVPD", "spin_multiplicity": 1, "total_charge": 0, "smiles": "NB(O)[PH2](S)CB(O)O.CC#N.CC#N.CC#N.CC#N.CC#N", "total_energy_ev": -48374.62715, "max_force_ev_per_a": 1.8, "elements": ["N", "B", "O", "P", "S", "C", "B", "O", "O", "H", "H", "H", "H", "H", "H", "H", "H", "H", "H", "C", "C", "N", "H", "H", "H", "C", "C", "N", "H", "H", "H", "C", "C", "N", "H", "H", "H", "C", "C", "N", "H", "H", "H", "C", "C", "N", "H", "H", "H"], "xyz": [[2.115, 0.729, 2.294], [1.544, 1.749, 1.426], [1.352, 1.436, 0.107], [0.969, 3.500, 1.977], [2.897, 4.417, 1.276], [-0.616, 2.699, 2.713], [-1.716, 2.314, 1.621], [-2.474, 1.189, 1.777], [-1.980, 3.093, 0.514], [1.444, -0.031, 2.370], [2.232, 1.091, 3.233], [1.595, 0.504, -0.020], [1.235, 4.075, 3.246], [0.215, 4.293, 1.086], [3.246, 3.657, 0.216], [-0.292, 1.781, 3.201], [-1.028, 3.343, 3.493], [-2.177, 0.621, 2.500], [-1.221, 3.154, -0.072], [-2.055, -2.754, 3.959], [-1.538, -1.396, 3.849], [-1.129, -0.344, 3.703], [-1.424, -3.432, 3.392], [-2.073, -3.067, 5.002], [-3.058, -2.788, 3.562], [4.745, 0.576, -1.971], [3.451, -0.068, -1.769], [2.437, -0.561, -1.611], [4.981, 0.597, -3.033], [4.708, 1.595, -1.591], [5.517, 0.023, -1.441], [-0.170, 0.566, -4.282], [0.830, 0.495, -5.348], [1.612, 0.440, -6.173], [-1.143, 0.271, -4.664], [0.110, -0.099, -3.473], [-0.231, 1.584, -3.901], [0.077, -3.614, -3.284], [-0.959, -2.589, -3.164], [-1.752, -1.778, -3.072], [-0.300, -4.564, -2.913], [0.363, -3.725, -4.328], [0.949, -3.320, -2.703], [-3.550, -2.252, 0.042], [-3.543, -3.320, 1.045], [-3.538, -4.140, 1.837], [-3.576, -2.686, -0.956], [-4.425, -1.622, 0.182], [-2.654, -1.642, 0.143]]}


[2]
{"formula": "C51H43NOP3PdS3", "method": "wB97M-V/def2-TZVPD", "spin_multiplicity": 3, "s2": 2.0152, "total_charge": 1, "total_energy_ev": -120968.63450, "max_force_ev_per_a": 0.8, "de_lowest_kj_mol": 294.3, "elements": ["Pd", "O", "S", "C", "C", "C", "C", "C", "C", "P", "C", "C", "C", "C", "C", "C", "C", "C", "C", "C", "C", "C", "C", "C", "C", "C", "C", "C", "P", "C", "C", "C", "C", "C", "C", "C", "C", "C", "C", "C", "C", "H", "H", "H", "H", "H", "H", "H", "H", "H", "H", "H", "H", "H", "H", "H", "H", "H", "H", "H", "H", "H", "H", "H", "H", "H", "H", "H", "H", "C", "C", "C", "N", "H", "H", "H", "H", "H", "S", "P", "S", "C", "C", "C", "C", "C", "C", "C", "C", "C", "C", "C", "C", "H", "H", "H", "H", "H", "H", "H", "H", "H", "H"], "xyz": [[1.672, 0.183, 0.533], [1.102, 1.429, 3.652], [0.500, 0.867, 2.435], [-0.572, 2.108, 1.690], [-1.908, 2.250, 2.028], [-2.658, 3.268, 1.459], [-2.067, 4.145, 0.567], [-0.727, 3.999, 0.231], [0.043, 2.975, 0.773], [1.817, 2.771, 0.309], [1.718, 1.797, -1.243], [2.886, 1.115, -1.630], [2.884, 0.315, -2.771], [1.729, 0.182, -3.523], [0.564, 0.837, -3.137], [0.553, 1.634, -2.007], [2.261, 4.444, -0.257], [2.548, 5.394, 0.723], [2.867, 6.693, 0.363], [2.925, 7.046, -0.980], [2.663, 6.099, -1.959], [2.330, 4.799, -1.601], [-0.583, -0.475, 2.905], [-1.439, -0.319, 3.987], [-2.278, -1.363, 4.342], [-2.233, -2.558, 3.637], [-1.309, -2.738, 2.618], [-0.457, -1.701, 2.253], [0.944, -1.936, 1.110], [2.308, -2.376, 2.218], [3.657, -2.228, 1.565], [4.883, -2.259, 2.520], [4.609, -2.578, 3.954], [3.366, -2.715, 4.411], [2.196, -2.566, 3.536], [0.618, -3.416, 0.124], [0.241, -3.264, -1.209], [-0.012, -4.381, -1.992], [0.124, -5.652, -1.452], [0.523, -5.811, -0.131], [0.773, -4.696, 0.656], [-2.387, 1.555, 2.699], [-3.705, 3.366, 1.713], [-2.646, 4.943, 0.121], [-0.276, 4.691, -0.469], [3.799, 1.246, -1.061], [3.790, -0.198, -3.067], [1.732, -0.440, -4.409], [-0.345, 0.719, -3.714], [-0.363, 2.121, -1.699], [2.516, 5.116, 1.771], [3.080, 7.427, 1.128], [3.182, 8.058, -1.261], [2.716, 6.371, -3.005], [2.126, 4.066, -2.372], [-1.436, 0.608, 4.547], [-2.965, -1.243, 5.169], [-2.900, -3.367, 3.906], [-1.240, -3.693, 2.114], [3.739, -2.830, 0.655], [5.734, -2.822, 2.134], [5.451, -2.691, 4.626], [3.192, -2.934, 5.456], [1.218, -2.592, 4.003], [0.154, -2.269, -1.632], [-0.308, -4.257, -3.026], [-0.067, -6.523, -2.066], [0.645, -6.802, 0.284], [1.093, -4.820, 1.684], [5.483, 1.634, 1.808], [5.773, 0.350, 2.572], [4.924, -0.789, 2.137], [3.938, -0.781, 1.313], [6.029, 2.470, 2.242], [4.419, 1.869, 1.836], [5.781, 1.541, 0.762], [5.606, 0.488, 3.646], [6.821, 0.050, 2.478], [-4.551, 0.040, 0.729], [-3.856, -0.473, -1.064], [-1.953, -0.350, -0.483], [-4.359, -2.097, -1.641], [-3.501, -3.183, -1.525], [-3.914, -4.436, -1.956], [-5.183, -4.602, -2.490], [-6.045, -3.517, -2.599], [-5.635, -2.262, -2.179], [-4.265, 0.673, -2.388], [-4.726, 1.953, -2.101], [-4.949, 2.852, -3.134], [-4.705, 2.476, -4.448], [-4.242, 1.197, -4.736], [-4.025, 0.293, -3.709], [-2.518, -3.048, -1.094], [-3.242, -5.281, -1.871], [-5.506, -5.580, -2.823], [-7.035, -3.650, -3.013], [-6.305, -1.415, -2.273], [-4.908, 2.238, -1.072], [-5.318, 3.844, -2.913], [-4.882, 3.178, -5.251], [-4.061, 0.904, -5.761], [-3.680, -0.709, -3.935]]}


[3]
{"formula": "C21H34Br12ClNO3", "method": "wB97M-V/def2-TZVPD", "spin_multiplicity": 1, "total_charge": 0, "smiles": "C#CC[C@]1(N=C(C)C)OC(=O)O[C@@H]1Cl.BrCCBr.BrCCBr.BrCCBr.BrCCBr.BrCCBr.BrCCBr", "total_energy_ev": -882988.59197, "max_force_ev_per_a": 4.3, "de_lowest_kj_mol": 141.1, "elements": ["C", "C", "C", "C", "N", "C", "C", "C", "O", "C", "O", "O", "C", "Cl", "H", "H", "H", "H", "H", "H", "H", "H", "H", "H", "Br", "C", "C", "Br", "H", "H", "H", "H", "Br", "C", "C", "Br", "H", "H", "H", "H", "Br", "C", "C", "Br", "H", "H", "H", "H", "Br", "C", "C", "Br", "H", "H", "H", "H", "Br", "C", "C", "Br", "H", "H", "H", "H", "Br", "C", "C", "Br", "H", "H", "H", "H"], "xyz": [[-1.024, 1.005, -4.685], [-0.231, 0.079, -4.726], [0.854, -1.022, -4.573], [0.812, -1.851, -3.202], [2.095, -1.773, -2.474], [2.028, -0.995, -1.417], [2.231, -1.691, 0.006], [1.787, 0.564, -1.483], [0.858, -3.243, -3.708], [-0.499, -3.574, -3.969], [-0.887, -4.233, -4.892], [-1.379, -2.993, -3.017], [-0.522, -2.005, -2.380], [-1.331, -0.573, -1.626], [-1.768, 1.828, -4.590], [1.861, -0.490, -4.607], [0.844, -1.740, -5.453], [2.848, -0.996, 0.646], [2.784, -2.675, -0.127], [1.176, -1.853, 0.395], [0.959, 0.796, -2.220], [1.571, 0.916, -0.431], [2.701, 1.133, -1.855], [-0.166, -2.573, -1.456], [3.155, -0.655, 3.672], [5.051, -0.793, 3.247], [5.551, 0.458, 2.571], [4.991, 0.525, 0.707], [5.176, -1.691, 2.643], [5.549, -0.934, 4.208], [6.642, 0.469, 2.542], [5.196, 1.373, 3.042], [-6.238, 2.524, 1.606], [-5.543, 1.223, 0.331], [-4.246, 0.624, 0.812], [-2.764, 1.863, 0.570], [-5.453, 1.734, -0.626], [-6.315, 0.457, 0.258], [-3.985, -0.252, 0.217], [-4.262, 0.351, 1.866], [3.880, -4.353, 2.215], [4.702, -4.813, 3.921], [3.664, -5.205, 4.942], [2.742, -3.641, 5.651], [5.303, -3.957, 4.226], [5.360, -5.654, 3.701], [4.136, -5.673, 5.807], [2.900, -5.871, 4.546], [-2.778, 1.611, -6.597], [-3.484, 1.206, -8.369], [-3.469, -0.278, -8.634], [-1.672, -0.904, -9.051], [-2.897, 1.778, -9.085], [-4.508, 1.583, -8.362], [-4.065, -0.516, -9.515], [-3.823, -0.869, -7.790], [-1.562, 5.983, 1.059], [-2.920, 5.371, 2.317], [-3.760, 6.517, 2.818], [-2.803, 7.569, 4.151], [-2.399, 4.838, 3.111], [-3.531, 4.665, 1.753], [-4.646, 6.145, 3.333], [-4.064, 7.204, 2.031], [-2.070, 0.489, 6.582], [-0.174, 0.356, 6.152], [0.324, 1.607, 5.475], [-0.235, 1.673, 3.611], [-0.047, -0.541, 5.548], [0.325, 0.215, 7.112], [1.415, 1.618, 5.446], [-0.031, 2.522, 5.946]]}


[4]
{"formula": "C10H8AsIN2O2ReS4", "method": "wB97M-V/def2-TZVPD", "spin_multiplicity": 1, "total_charge": 3, "total_energy_ev": -131957.35143, "max_force_ev_per_a": 0.4, "de_lowest_kj_mol": 0.0, "elements": ["Re", "S", "As", "S", "S", "S", "O", "C", "O", "C", "C", "C", "C", "C", "C", "H", "H", "H", "H", "H", "I", "C", "C", "N", "N", "C", "H", "H", "H"], "xyz": [[0.483, 0.977, -1.695], [2.951, -3.586, -1.551], [2.417, -1.596, -2.108], [0.493, -0.803, -3.022], [2.434, 0.294, -0.857], [4.058, -2.522, -3.110], [-2.049, -0.652, 2.998], [-3.121, -0.684, 3.337], [-0.672, 0.732, -0.539], [-4.422, -0.740, 3.794], [-4.605, -0.701, 5.199], [-5.891, -0.788, 5.678], [-6.959, -0.912, 4.790], [-6.767, -0.951, 3.407], [-5.498, -0.867, 2.888], [-3.760, -0.607, 5.867], [-6.068, -0.762, 6.744], [-7.964, -0.983, 5.185], [-7.615, -1.052, 2.744], [-5.327, -0.903, 1.821], [-0.618, 6.759, -3.262], [0.123, 4.846, -3.264], [1.048, 4.304, -4.172], [1.281, 3.043, -3.843], [0.549, 2.688, -2.748], [-0.162, 3.816, -2.403], [1.534, 4.760, -5.023], [1.878, 2.381, -4.320], [-0.831, 3.800, -1.555]]}


[5]
{"formula": "C5H8N", "method": "wB97M-V/def2-TZVPD", "spin_multiplicity": 1, "total_charge": 1, "total_energy_ev": -6791.51815, "max_force_ev_per_a": 4.3, "de_lowest_kj_mol": 633.9, "elements": ["C", "C", "C", "C", "C", "N", "H", "H", "H", "H", "H", "H", "H", "H"], "xyz": [[-0.752, -0.141, -0.337], [-1.023, -0.284, -1.664], [-0.527, 0.396, 0.850], [-1.377, 1.443, 1.416], [1.432, -0.773, -1.466], [0.081, -1.073, -1.218], [0.553, 0.144, 1.303], [-0.978, 2.381, 1.348], [-1.473, 1.418, 2.487], [-2.404, 1.470, 0.963], [1.745, 0.291, -1.370], [1.977, -1.501, -0.799], [1.780, -1.055, -2.501], [-0.222, -2.072, -1.391]]}


[6]
{"formula": "C7H13NO", "method": "wB97M-V/def2-TZVPD", "spin_multiplicity": 1, "total_charge": 0, "total_energy_ev": -11002.11321, "max_force_ev_per_a": 1.3, "de_lowest_kj_mol": 544.1, "elements": ["C", "C", "C", "C", "N", "H", "H", "H", "H", "H", "H", "H", "H", "H", "H", "H", "C", "C", "C", "O", "H", "H"], "xyz": [[-1.303, 0.320, 0.795], [1.392, 1.094, -0.710], [-1.376, -0.859, 1.704], [-0.837, 1.617, 1.368], [0.864, -0.088, -0.031], [1.592, -0.543, 0.517], [-2.182, 0.435, 0.179], [1.693, 1.839, 0.027], [2.244, 0.852, -1.352], [0.600, 1.507, -1.335], [-1.596, -1.771, 1.152], [-0.658, 2.363, 0.594], [-2.216, -0.688, 2.391], [-0.474, -0.991, 2.301], [-1.653, 2.000, 1.995], [0.052, 1.515, 1.989], [0.139, -1.061, -0.919], [0.939, -1.385, -2.123], [1.589, -1.671, -3.092], [-1.055, -0.522, -1.196], [0.099, -1.992, -0.308], [2.146, -1.969, -3.945]]}